1.
The following is a quantum chemistry calculation of a structure of composition C37H42FeN5S2Si2 at a distorted geometry, from OMol25.

Calculated values
<S²>: 0.759
HOMO (alpha / beta): -1.64 / -1.67 eV
Largest force on an atom: 0.0339 Eh/bohr

The geometry in ORCA input format:
```
! wB97M-V def2-TZVPD RIJCOSX def2/J DEFGRID3
* xyz -2 2
Fe 0.06686 0.23025 -0.15799
C -4.20888 1.67435 0.11177
C -3.16239 0.77697 -0.13907
N -2.09509 0.68476 0.62223
C -2.01669 1.45099 1.73459
C -3.04312 2.35477 2.09769
C -4.14525 2.46678 1.22476
C -2.94202 3.07742 3.30702
C -1.85494 2.87620 4.11651
C -0.82592 1.99047 3.77047
C -0.85530 1.26597 2.57655
N 0.01734 0.34137 2.12253
C 0.94130 -0.32553 2.84953
C 1.63578 0.14906 3.96650
C 2.50421 -0.66240 4.70098
C 2.74084 -1.96501 4.35634
C 2.14836 -2.48801 3.18798
C 2.39716 -3.80131 2.74306
C 1.82530 -4.24188 1.58430
C 1.00900 -3.36258 0.86409
N 0.73530 -2.13486 1.24827
C 1.27203 -1.67805 2.40878
H -5.05045 1.72605 -0.56655
H -3.18629 0.12522 -1.00424
H -4.93083 3.17747 1.45665
H -3.72390 3.77794 3.57753
H -1.77787 3.42706 5.04793
H 0.00548 1.88757 4.44765
H 1.53826 1.18358 4.25529
H 3.01092 -0.24070 5.56223
H 3.41277 -2.58417 4.94004
H 3.05294 -4.44347 3.32093
H 1.99675 -5.24690 1.21971
H 0.55395 -3.66208 -0.07308
S 0.23931 2.69680 -0.24112
C -1.09467 3.18971 -1.21774
C -1.66417 4.44887 -1.00463
C -2.69343 4.94369 -1.79906
C -3.25488 6.22133 -1.52816
N -3.70697 7.25502 -1.29076
C -3.17002 4.15320 -2.86706
C -2.62867 2.88498 -3.06771
C -1.61739 2.36650 -2.25684
S -1.02772 0.76648 -2.53042
C -4.17712 4.63941 -3.74391
N -4.98260 5.02742 -4.47257
H -1.28089 5.04999 -0.19027
H -3.00742 2.27505 -3.87788
C -1.75283 -4.60800 -2.48919
C -2.41519 -3.22351 -2.33877
C -2.50184 -2.55085 -3.71717
C -1.66489 -2.37342 -1.37380
H -2.32897 -5.24832 -3.16300
H -1.67821 -5.10747 -1.52067
H -0.74470 -4.49542 -2.89455
H -3.43358 -3.39020 -1.97102
H -1.50118 -2.43560 -4.13785
H -2.93297 -1.55329 -3.62983
H -3.11204 -3.14348 -4.40530
H -2.10684 -2.04228 -0.44412
H -0.74452 -1.90086 -1.69500
C 2.97159 2.01642 1.42414
Si 3.57110 0.70595 0.19053
C 4.76076 1.67185 -0.94766
C 4.71692 -0.43988 1.21331
C 2.27978 -0.32015 -0.65294
Si 2.73568 -1.28501 -2.15500
C 4.12285 -0.56208 -3.24344
C 1.33244 -1.67587 -3.38358
C 3.42126 -3.00780 -1.65680
H 3.71367 2.20988 2.20556
H 2.04379 1.70115 1.90280
H 2.75779 2.95632 0.91338
H 5.24699 2.47524 -0.38775
H 4.22358 2.12688 -1.78349
H 5.54281 1.02977 -1.35939
H 5.56026 0.09286 1.66582
H 5.11997 -1.23284 0.57537
H 4.14977 -0.91913 2.01841
H 1.99788 -1.07809 0.09100
H 3.90580 0.46810 -3.53604
H 4.25020 -1.15012 -4.15628
H 5.07441 -0.56271 -2.70678
H 0.58478 -0.87991 -3.37241
H 0.83040 -2.61349 -3.12442
H 1.70285 -1.76840 -4.40834
H 4.36483 -2.89910 -1.11394
H 3.60053 -3.66054 -2.51804
H 2.71941 -3.51500 -0.98741
*
```

***

2.
The following is a quantum chemistry calculation of a structure of composition C37H42N4O2S4Zr, from OMol25.

Calculated values
HOMO: -17.06 eV
Relative energy (zero: lowest compared OMol25 entry of this formula, charge and spin): 90.55 kcal/mol
Largest force on an atom: 0.0171 Eh/bohr

The geometry in ORCA input format:
```
! wB97M-V def2-TZVPD RIJCOSX def2/J DEFGRID3
* xyz 4 1
Zr 0.07083 0.05064 0.37950
C -0.82993 3.01982 -2.14120
C -0.71230 2.54411 -0.72775
C -1.79183 1.91540 -0.08663
C -1.79014 1.67619 1.29715
C -2.98761 1.07750 1.98195
C -0.67157 2.09638 2.03681
C 0.45268 2.66715 1.42491
C 1.60204 3.17972 2.23179
C 0.44918 2.78908 0.02274
H -1.54283 2.43648 -2.71985
H 0.13155 3.06208 -2.65270
H -1.21136 4.04539 -2.10257
H -2.67983 1.67345 -0.65855
H -3.60800 0.49927 1.29849
H -3.60636 1.89267 2.36790
H -2.71149 0.46068 2.83783
H -0.69894 2.00709 3.11672
H 1.39301 4.22097 2.49561
H 2.53435 3.17053 1.66864
H 1.73298 2.63131 3.16334
H 1.30555 3.24528 -0.46443
O -0.09623 -1.90434 0.65820
S 0.61997 -3.25438 0.16373
C 1.00148 -4.01777 1.74684
C 2.05159 -3.31253 2.62014
C 1.57435 -2.95129 4.02090
C 0.55589 -1.82983 4.09991
S 1.07005 -0.13894 3.70778
O 1.17993 -0.09616 2.12676
C 2.69939 0.03593 4.31303
C 3.82432 -0.38976 3.60685
C 5.06306 -0.23261 4.20312
C 5.16280 0.31465 5.48127
C 4.03263 0.73278 6.16805
C 2.78043 0.61301 5.57889
C 2.19033 -2.69388 -0.47654
C 3.20260 -3.56538 -0.26339
C 4.54534 -3.63782 -0.78283
C 5.19630 -2.68450 -1.47483
C 3.20752 -1.45551 -2.55053
C 2.04302 -1.64919 -1.55969
H 1.24926 -5.05354 1.49940
H 0.00346 -4.06983 2.19430
H 2.41801 -2.42103 2.11207
H 2.91446 -3.97190 2.71278
H 2.44423 -2.69061 4.62666
H 1.12389 -3.81488 4.51728
H 0.18097 -1.71059 5.12152
H -0.32418 -1.98119 3.46591
H 3.73866 -0.81314 2.61440
H 5.95843 -0.53960 3.67918
H 6.13652 0.42396 5.94043
H 4.12196 1.16844 7.15383
H 1.89730 0.96504 6.09973
H 2.99454 -4.39712 0.40028
H 5.09399 -4.52602 -0.49357
H 5.28069 -0.86350 -2.53689
H 3.07986 -0.46318 -2.99706
H 1.77578 0.39654 -1.69871
N -3.70837 -2.20104 -5.65241
C -2.71850 -2.56450 -4.85148
S -1.78818 -3.90757 -4.91047
C -2.31915 -1.65737 -3.73478
C -2.76284 -1.90152 -2.42838
C -2.12561 -1.26937 -1.39175
N -1.07231 -0.43238 -1.55884
C -0.74165 -0.11687 -2.82729
C -1.35012 -0.67348 -3.92903
H -3.97464 -2.81082 -6.41513
H -4.24803 -1.36234 -5.50803
H -3.55103 -2.61465 -2.22768
H -2.44142 -1.47443 -0.37372
H 0.06962 0.58624 -2.97128
H -1.00293 -0.41517 -4.92083
N 7.10154 -3.87003 -2.37115
C 6.66900 -2.80998 -1.69989
S 7.56719 -1.62961 -1.00686
C 4.56797 -1.38274 -1.89159
C 2.44600 -2.41983 -3.44386
C 1.31003 -2.30263 -2.75038
N 1.85337 -0.24427 -0.90483
C 3.19135 0.05374 -0.27794
C 4.34082 -0.46021 -0.70571
H 8.09639 -4.00585 -2.49347
H 6.47657 -4.55188 -2.76994
H 2.70008 -2.94307 -4.35499
H 0.31815 -2.72039 -2.87441
H 3.14943 0.72985 0.56436
H 5.23907 -0.17682 -0.16583
*
```

***

Among the records above, which one has the lowest largest force on an atom?
C37H42N4O2S4Zr